Entry 1:
The following is a quantum chemistry calculation of 2 unconnected molecules or ions with the total composition C6H14N2O, from OMol25.

Output
**Charge**: 0
**Energy**: -11476.0624 eV
**Structure (SMILES)**: CC(=O)C(N)N.C=CC
**HOMO**: -9.412 eV
**LUMO energy**: 0.89 eV
**Energy above the lowest of the compared OMol25 structures with the same formula, charge and spin**: 1.708 eV

Each line ends with the Mulliken charge.
CARTESIAN COORDINATES (ANGSTROEM)
C (0.46, 1.44, -1.43)  0.26
H (0.94, 0.75, -0.75)  0.16
C (1.72, -1.43, 0.66)  -1.40
H (2.19, -1.87, -0.21)  0.34
N (-0.72, -1.64, 2.56)  -0.64
H (-1.63, 0.87, 0.65)  0.28
C (-0.33, 0.80, -2.52)  -1.00
H (0.17, 3.46, -1.93)  0.29
H (-1.23, -1.27, 3.35)  0.26
N (-1.79, 0.00, 1.15)  -0.71
H (-1.29, -2.38, 2.15)  0.24
C (-0.53, -0.58, 1.58)  -0.04
H (0.08, 0.20, 2.04)  0.43
H (0.35, 0.42, -3.28)  0.28
O (-0.34, -1.68, -0.54)  -0.57
H (1.83, -2.09, 1.52)  0.44
H (-0.90, -0.04, -2.13)  0.23
H (2.18, -0.48, 0.91)  0.34
H (-2.25, -0.64, 0.51)  0.29
H (1.22, 3.15, -0.47)  0.28
H (-1.00, 1.52, -2.99)  0.37
C (0.24, -1.26, 0.43)  0.73
C (0.62, 2.74, -1.27)  -0.85

Entry 2:
The following is a quantum chemistry calculation of a molecular structure, C17H24ClIInN2O3P, from OMol25.

Output
**Charge**: +2
**Energy**: -62210.5996 eV
**HOMO**: -12.410 eV
**LUMO energy**: -8.48 eV

Each line ends with the Mulliken charge.
CARTESIAN COORDINATES (ANGSTROEM)
Cl (-1.41, 1.85, -1.40)  -0.43
P (2.37, 2.40, -0.86)  0.98
C (-3.64, -1.20, 0.78)  0.79
In (0.72, 1.20, -2.42)  0.92
C (1.18, -3.22, 4.28)  -0.45
C (1.27, 1.97, -7.36)  -1.09
O (-0.24, -0.46, 0.22)  -0.50
H (0.28, 3.37, -0.10)  0.36
H (-1.54, -4.09, 2.40)  0.50
C (1.71, 1.21, -6.17)  0.67
C (0.32, -1.30, 3.08)  -0.23
H (0.21, -5.12, 3.82)  0.39
C (-2.72, -0.57, -0.02)  -1.14
C (0.22, -4.04, 3.66)  -0.79
C (-1.40, -0.79, 0.54)  0.48
H (-2.94, 0.02, -0.88)  0.51
O (2.35, -1.29, -0.40)  -0.13
H (1.27, 2.85, 1.26)  0.34
H (1.69, 4.36, 0.40)  0.42
C (1.23, -1.85, 3.98)  -0.69
H (3.96, 3.32, -2.44)  0.37
H (3.35, 1.29, 1.08)  0.40
O (2.57, 0.48, -5.80)  -0.22
H (-4.63, -2.33, 2.86)  0.35
H (1.36, 3.03, -7.14)  0.40
C (3.73, 1.81, 0.18)  -1.23
C (-0.74, -3.48, 2.83)  -0.08
H (1.91, -3.67, 4.98)  0.39
H (-3.18, -2.09, 3.87)  0.35
H (3.41, 4.53, -1.24)  0.41
C (3.09, 3.70, -1.89)  -1.32
I (-0.36, 2.22, -4.69)  0.11
N (-2.97, -1.81, 1.78)  -0.04
C (1.73, -0.56, -1.04)  0.17
H (1.82, 1.75, -8.29)  0.34
H (4.36, 2.65, 0.51)  0.39
H (2.36, 4.07, -2.62)  0.38
H (-3.36, -3.57, 2.89)  0.28
H (0.35, -0.24, 2.81)  0.44
C (-3.55, -2.49, 2.91)  -0.90
H (0.22, 1.73, -7.54)  0.41
H (-5.43, -0.70, -0.20)  0.35
H (4.36, 1.10, -0.37)  0.40
H (-5.46, -2.32, 0.52)  0.36
C (1.31, 3.34, 0.29)  -1.14
N (-1.66, -1.54, 1.69)  0.43
C (-5.12, -1.29, 0.67)  -1.70
C (-0.70, -2.11, 2.56)  0.18
H (-5.63, -0.88, 1.56)  0.40
H (1.98, -1.22, 4.45)  0.38

Entry 3:
The following is a quantum chemistry calculation of a single ClH2O2PS2 molecule, from OMol25.

Output
**Charge**: 0
**Energy**: -47610.7921 eV
**Structure (SMILES)**: OP(O)(=S)SCl
**HOMO**: -9.072 eV
**LUMO energy**: -0.07 eV
**Energy above the lowest of the compared OMol25 structures with the same formula, charge and spin**: 0.534 eV

Each line ends with the Mulliken charge.
CARTESIAN COORDINATES (ANGSTROEM)
S (0.60, 1.30, 1.38)  -0.04
H (0.56, 1.24, -2.03)  0.34
O (0.88, 0.57, -1.49)  -0.46
O (0.38, -1.40, 0.11)  -0.53
S (-2.05, 0.34, -0.73)  -0.35
Cl (-0.16, 0.14, 2.81)  -0.11
H (-0.07, -2.27, 0.32)  0.37
P (-0.14, 0.08, -0.37)  0.77

Entry 4:
The following is a quantum chemistry calculation of a molecular structure, C11H10MoN2OS5SbSe4, from OMol25.

Output
**Charge**: -1
**Energy**: -340557.1730 eV
**Multiplicity**: 3
**HOMO (spin up / spin down)**: -4.597 / -4.851 eV
**LUMO energy (spin up / spin down)**: 1.75 / 0.65 eV
**Energy above the lowest of the compared OMol25 structures with the same formula, charge and spin**: 0.184 eV

Each line ends with the Löwdin spin population.
CARTESIAN COORDINATES (ANGSTROEM)
H (0.61, 0.36, -3.91)  0.00
C (0.02, -0.88, -2.43)  0.00
Se (2.97, -2.75, -1.46)  0.07
C (-0.32, -1.95, -3.42)  0.00
H (5.54, 1.12, -1.57)  0.00
S (-3.65, 2.60, 2.36)  0.00
Se (0.40, -2.32, 1.75)  -0.03
H (1.08, 2.24, -2.69)  0.00
Se (-0.66, -4.94, -1.24)  0.07
Mo (0.14, -0.14, 0.77)  0.84
C (4.42, 0.42, 0.13)  0.00
C (0.91, 1.37, -2.06)  0.01
C (-3.09, 3.50, 3.73)  0.00
C (4.56, 0.96, -1.14)  0.00
C (3.14, 0.24, 0.63)  0.00
S (-1.42, 3.22, 4.06)  0.00
C (-1.10, 2.11, 2.76)  0.00
H (2.98, -0.17, 1.62)  0.00
S (-1.98, 0.74, 0.58)  -0.01
H (0.11, 1.62, -1.36)  0.01
N (0.47, 0.29, -2.92)  0.00
H (3.48, 1.70, -2.85)  0.00
C (3.42, 1.28, -1.85)  0.00
H (0.47, -2.70, -3.38)  0.00
C (2.17, 1.05, -1.30)  0.00
H (5.27, 0.15, 0.73)  0.00
O (-0.11, -1.07, -1.22)  0.03
C (-2.14, 1.82, 1.96)  0.01
S (0.49, 1.43, 2.48)  0.02
H (-1.24, -2.45, -3.11)  0.00
S (-4.05, 4.49, 4.63)  0.00
N (2.04, 0.53, -0.07)  0.01
Sb (1.18, -3.80, -0.21)  0.04
H (-0.41, -1.56, -4.43)  0.00
Se (2.44, -5.56, 1.11)  0.90

Entry 5:
The following is a quantum chemistry calculation of a molecular structure, C39H54AsMnNS5Sb, from OMol25.

Output
**Charge**: +1
**Energy**: -195674.7042 eV
**Multiplicity**: 4
**HOMO (spin up / spin down)**: -9.954 / -9.970 eV
**LUMO energy (spin up / spin down)**: -4.24 / -5.39 eV
**Energy above the lowest of the compared OMol25 structures with the same formula, charge and spin**: 1.206 eV

Each line ends with the Löwdin spin population.
CARTESIAN COORDINATES (ANGSTROEM)
C (2.12, 2.28, -2.81)  0.00
H (5.91, -2.81, -1.28)  0.00
C (3.58, -2.76, 0.31)  0.00
C (1.87, 0.92, -0.76)  0.01
C (-3.11, 1.74, -2.62)  0.14
H (2.65, 5.20, -2.71)  0.00
H (3.95, 3.61, -1.33)  0.00
C (0.31, -4.99, 1.29)  0.00
C (2.70, 6.11, -0.14)  0.00
H (0.09, 6.71, 0.45)  0.00
H (1.54, 5.16, 2.33)  0.00
H (5.48, -4.47, -0.91)  0.00
H (-1.79, 3.84, 1.29)  0.00
H (0.57, -4.50, 0.37)  0.00
H (2.88, 1.60, -3.21)  0.00
H (-0.07, -5.98, 1.05)  0.00
C (2.21, 2.31, -1.28)  0.00
H (2.29, 3.26, -3.26)  0.00
C (1.25, -2.37, -0.15)  0.00
C (-2.89, -5.30, 5.08)  0.00
H (2.02, 6.85, -2.71)  0.00
C (-4.31, -4.27, -2.47)  -0.02
H (2.50, 6.18, 0.92)  0.00
C (-2.62, -0.93, 2.66)  0.00
H (3.03, 7.11, -0.47)  0.00
H (3.53, 5.43, -0.29)  0.00
C (1.45, -2.67, -1.50)  0.00
S (-6.55, 3.50, -4.19)  0.18
H (-2.92, -5.79, -1.83)  0.00
H (-1.17, 4.18, 2.91)  0.00
H (2.45, 0.15, -1.30)  0.00
C (-3.84, 1.93, -1.43)  0.17
C (0.32, 6.69, -0.62)  0.00
Mn (-1.51, 0.20, -0.54)  2.32
C (-5.33, 2.87, -3.35)  -0.01
C (2.33, -2.37, 0.75)  0.00
H (3.71, 2.81, 0.23)  0.00
H (-3.10, -0.76, 1.70)  0.00
H (1.14, 1.92, -3.16)  0.00
H (-0.87, 5.32, 1.59)  0.00
H (1.99, -0.84, 2.24)  0.00
N (-1.71, -1.53, -0.64)  -0.13
S (-1.58, 1.04, -2.61)  0.11
H (-3.37, -0.74, 3.42)  0.00
C (-2.30, -3.83, -1.22)  -0.02
C (0.39, -2.61, -2.58)  0.00
C (-0.94, 4.26, 1.84)  0.00
H (-0.32, 1.93, 2.87)  0.00
H (-3.44, -2.71, 4.41)  0.00
H (1.23, -5.13, 1.86)  0.00
H (0.81, 0.69, -0.94)  0.01
H (0.61, 7.71, -0.91)  0.00
C (2.73, -3.07, -1.89)  0.00
H (-5.50, -2.55, -2.96)  0.00
Sb (0.61, 3.71, -0.64)  0.04
H (-3.60, -4.72, 5.67)  0.00
As (-0.37, -1.68, 0.64)  0.01
S (-3.24, 1.46, 0.08)  0.08
H (4.41, -2.77, 1.02)  0.00
C (-3.16, -4.73, -1.84)  0.00
S (-5.38, 2.68, -1.61)  0.05
H (-0.60, 6.44, -1.16)  0.00
H (-0.52, 1.55, 1.17)  0.01
H (5.17, -3.82, -2.53)  0.00
C (-3.73, -2.02, -1.87)  -0.01
H (-3.96, -0.96, -1.86)  0.00
C (1.46, 5.73, -0.95)  0.01
C (1.49, 4.08, 2.40)  0.00
C (-1.13, -2.91, 1.94)  0.00
H (1.09, 1.48, 1.89)  0.00
C (3.62, 2.69, -0.85)  0.00
C (-4.59, -2.92, -2.48)  0.00
H (-0.98, -6.01, 3.29)  0.00
C (-2.58, -2.47, -1.24)  -0.01
C (0.15, 2.04, 1.88)  0.01
C (-2.12, -2.35, 2.77)  0.00
H (2.89, -3.32, -2.94)  0.00
H (1.37, -2.42, 2.72)  0.00
H (-4.98, -4.98, -2.96)  0.00
H (0.87, -2.61, -3.56)  0.00
H (3.09, -2.11, 2.75)  0.00
H (-2.11, -5.68, 5.75)  0.00
H (2.07, 0.81, 0.30)  0.00
H (-1.40, -4.19, -0.73)  0.00
C (-0.72, -4.24, 2.12)  0.00
C (3.80, -3.14, -1.01)  0.00
H (-3.41, -6.15, 4.66)  0.00
H (-1.82, -0.20, 2.78)  0.00
C (0.36, 3.51, 1.55)  0.00
S (-3.86, 2.27, -4.07)  0.03
C (-1.30, -4.98, 3.15)  0.00
H (4.33, 1.90, -1.15)  0.00
C (1.78, 5.81, -2.45)  0.00
C (-2.28, -4.46, 3.98)  0.00
H (-0.29, -3.46, -2.54)  0.00
H (1.32, 3.83, 3.45)  0.00
C (2.18, -1.92, 2.19)  0.00
H (-0.21, -1.71, -2.51)  0.00
H (0.94, 5.49, -3.07)  0.00
C (-2.67, -3.14, 3.77)  0.00
H (2.47, 3.67, 2.12)  0.00
C (5.17, -3.58, -1.46)  0.00

Entry 6:
The following is a quantum chemistry calculation of a single CH3NOS molecule, from OMol25.

Output
**Charge**: 0
**Energy**: -15456.3094 eV
**HOMO (spin up / spin down)**: -9.907 / -9.901 eV
**LUMO energy (spin up / spin down)**: -1.06 / -1.06 eV
**Energy above the lowest of the compared OMol25 structures with the same formula, charge and spin**: 2.500 eV

Each line ends with the Mulliken charge.
CARTESIAN COORDINATES (ANGSTROEM)
O (2.85, 0.24, -0.07)  -0.40
H (-0.99, -0.92, -0.61)  0.29
H (-0.92, -0.42, 0.99)  0.27
C (-0.95, 0.04, -0.03)  -0.62
H (-1.80, 0.75, -0.08)  0.27
S (1.54, -0.27, 0.23)  0.47
N (0.27, 0.58, -0.43)  -0.28